115
Properties=species:S:1:pos:R:3 method="wB97M-V/def2-TZVPD" multiplicity=1 charge=+1 de_lowest_ev=0.257 e_homo_ev=-9.04 energy_ev=-123614.929 gap_ev=6.616 mol_weight_g_mol=1103.1
C -4.84 0.63 3.33
H -3.57 2.20 -2.01
C 0.10 2.38 2.47
C -5.59 -3.26 -1.38
C 0.30 -2.34 -2.51
H 0.04 2.91 4.56
C 4.22 1.18 0.54
H 4.81 0.88 -0.31
N 0.59 1.18 -2.93
C 2.47 -1.78 3.35
H -6.45 -2.85 -0.85
N -3.53 4.04 2.43
H 7.10 -3.31 5.35
H -2.90 1.60 3.22
N -4.88 -1.22 -2.56
H -3.20 3.57 -6.05
C 3.98 2.29 -2.26
C 3.33 -2.19 4.46
C 3.97 -2.66 6.52
N 2.14 1.49 -0.79
C 6.44 -3.44 7.40
H 3.97 -2.14 1.86
H -5.15 1.16 4.23
H -2.79 -2.65 -0.51
C 2.96 -1.81 2.05
H -1.21 0.69 -3.73
H 4.65 1.63 3.90
C 4.85 1.21 1.81
N 2.48 -4.34 -6.31
H -5.28 2.40 2.20
C 3.70 2.20 -4.67
N -3.81 -0.35 -2.60
H 0.70 -1.29 4.51
C -1.87 3.52 -0.32
C 2.16 1.82 1.57
H -3.93 1.76 0.41
H -6.08 0.00 -3.73
N 4.59 -2.50 4.32
H 4.61 2.58 -1.44
C -3.71 0.71 -3.54
S -3.07 -0.09 1.58
H -0.49 0.90 -6.09
H -6.57 -1.69 -3.70
C -2.81 -0.83 -1.79
C 1.86 -2.99 -4.18
Lu -0.02 0.82 -0.58
N -2.70 4.39 0.12
C -0.20 0.97 -3.96
C -3.69 0.43 -4.90
H -0.96 2.52 2.31
C 1.16 -1.34 3.53
H -5.95 -3.75 -2.28
C 4.12 -2.91 7.88
C 1.50 1.48 -5.54
C 6.28 -3.20 6.05
C -4.59 -2.21 -1.69
H 3.30 -2.80 8.58
H 5.45 2.90 -3.70
C -3.33 0.60 3.21
N 1.16 -1.49 -1.95
H -0.56 -0.52 2.57
H -0.68 -2.40 -2.06
N 2.89 -2.27 5.76
H -4.91 0.31 0.13
C 0.67 2.57 3.75
O -1.76 0.42 1.02
H 2.54 -1.34 0.01
C -3.35 2.77 -5.34
C 0.60 -3.12 -3.62
C -6.19 -0.87 -3.09
C 2.16 -1.36 1.02
H 2.45 2.39 4.90
C 4.46 2.49 -3.57
H 5.54 -3.50 9.35
C 0.22 1.10 -5.30
C -5.35 1.32 2.06
C -3.56 2.01 -3.07
H -5.14 -4.02 -0.74
H 1.86 1.60 -6.56
H -3.23 4.05 -3.62
H 4.08 2.34 -5.67
C -4.42 0.92 0.89
C -3.37 3.04 -3.98
H 7.41 -3.75 7.78
H -2.83 -0.04 3.94
C 1.89 1.55 -3.16
H -3.51 1.26 -6.87
C 4.16 1.58 2.93
C -3.13 4.20 1.35
C 2.89 1.51 0.38
H -6.38 1.07 1.85
H -5.23 -0.39 3.41
C 5.02 -2.80 5.61
H -6.89 -0.65 -2.29
C 2.79 1.90 2.82
C -3.52 1.47 -5.80
C -3.32 -2.02 -1.20
C 5.37 -3.30 8.30
C 2.78 -2.14 -3.60
C 1.99 2.30 3.92
C 2.38 1.74 -4.47
H 3.07 -0.73 -2.01
C 2.72 1.76 -2.02
H 3.77 -2.02 -4.00
O -1.69 -0.27 -1.69
N 0.81 1.99 1.43
C 2.20 -3.75 -5.36
C 2.38 -1.42 -2.48
H -0.14 -3.79 -4.04
N -1.14 2.75 -0.80
H 5.89 0.94 1.88
H -3.78 -0.60 -5.24
N 0.91 -0.90 1.19
C 0.43 -0.91 2.44
H 1.96 -2.07 6.09